Entry 1:
This record from the Open Molecules 2025 dataset describes a molecular structure, C44H51BaBr4N9O6 in a non-equilibrium geometry. The level of theory is the ωB97M-V functional and the def2-TZVPD basis.

## Properties
- Energy relative to the best compared isomer or geometry (same formula, charge and spin): 12.4 kcal per mole
- HOMO level (spin up / spin down): -0.78 / 1.06 eV
- Orbital gap (spin up / spin down): 4.3 / 2.4 eV
- LUMO energy (spin up / spin down): 3.5 / 3.5 eV

ORCA input file:
```
! wB97M-V def2-TZVPD RIJCOSX def2/J DEFGRID3
* xyz -2 1
Ba 0.6079 -0.8760 0.0179
C -2.9667 -1.2398 2.1960
C -2.5380 -2.6689 2.0877
C -3.1469 -3.6574 2.9242
C -2.8476 -4.9696 2.7537
C -1.8756 -5.3441 1.7853
C -1.4771 -6.6717 1.4827
Br -2.2877 -8.1427 2.3778
C -0.5316 -6.9261 0.5358
C 0.1167 -5.8616 -0.1213
Br 1.3818 -6.2719 -1.4571
C -0.1687 -4.5514 0.1720
O 0.4516 -3.4892 -0.3123
C -1.2552 -4.2996 1.0832
N -1.6305 -2.9969 1.2079
H -2.9196 -0.9094 3.2381
H -4.0026 -1.1403 1.8496
H -2.3132 -0.5882 1.6167
H -3.8672 -3.3340 3.6645
H -3.3226 -5.7392 3.3469
H -0.2574 -7.9407 0.2832
O -2.0862 5.2903 3.9629
C -2.0678 5.1738 2.5350
C -1.7024 3.7974 2.0774
C -1.7747 3.5469 0.6609
C -1.3337 2.3085 0.2411
N -0.8794 1.3102 0.9949
C -0.8850 1.5113 2.4064
C -1.2781 2.8262 2.9108
C -0.5151 0.4847 3.2380
C -0.8460 0.4426 4.6587
C -0.5885 -0.6487 5.4227
C -0.9925 -0.7079 6.8725
O -2.3124 -0.1977 7.1201
C 0.0543 -1.7909 4.8333
C 0.3597 -1.6917 3.4847
N 0.1122 -0.6741 2.6773
H -2.3643 6.1844 4.1716
H -1.3467 5.8891 2.1142
H -3.0546 5.4297 2.1260
H -2.1327 4.2854 -0.0469
H -1.3422 2.1040 -0.8368
H -1.1897 3.0331 3.9705
H -1.3634 1.2902 5.0989
H -0.3185 -0.1164 7.5007
H -0.9328 -1.7479 7.2113
H -2.7506 -0.2163 6.2605
H 0.2873 -2.6819 5.4028
H 0.8510 -2.5449 3.0015
Br 4.3126 0.2413 -3.7811
C 4.5347 0.7405 -1.9685
C 5.7870 1.2023 -1.5434
C 6.0028 1.5911 -0.2505
Br 7.7315 2.2161 0.2516
C 4.9513 1.5446 0.7039
C 5.0455 1.9335 2.0594
C 3.9488 1.8492 2.8703
C 2.7299 1.3752 2.3402
N 2.6178 1.0228 1.0842
C 3.6911 1.0878 0.2661
C 3.4339 0.6475 -1.1088
O 2.2655 0.2719 -1.4213
H 6.5939 1.2508 -2.2628
H 5.9927 2.2929 2.4386
H 3.9980 2.1347 3.9127
H 1.8298 1.2877 2.9452
C 1.8834 -3.2695 0.2405
H 1.9027 -3.8188 1.1909
H 2.5606 -3.7780 -0.4536
O 0.1716 2.8544 -3.2877
C 0.8161 3.6221 -2.5783
C 1.0851 5.0558 -3.0197
C 2.5618 5.3076 -3.4023
C 3.5601 4.3905 -2.7007
C 3.5296 4.4798 -1.1791
C 2.1387 4.1891 -0.5795
N 1.3304 3.2847 -1.3815
H 0.7801 5.7325 -2.2187
H 0.4284 5.2384 -3.8671
H 2.8110 6.3532 -3.1887
H 2.6738 5.1778 -4.4819
H 4.5708 4.6128 -3.0561
H 3.3631 3.3554 -2.9939
H 3.8369 5.4835 -0.8598
H 4.2673 3.7846 -0.7777
H 1.5907 5.1214 -0.4296
H 2.2260 3.7413 0.4087
H 1.2541 2.3270 -1.0503
C -0.9766 0.3817 -4.3566
N -1.3704 -1.0148 -4.4417
C -1.6471 -1.5565 -5.7541
C -1.3109 -3.0328 -5.7842
C -2.1148 -3.7121 -4.6976
N -1.8972 -3.0556 -3.4263
C -2.1154 -3.8636 -2.2410
C -1.4955 -1.7455 -3.2965
O -1.2758 -1.2575 -2.1832
H -0.1979 0.5949 -5.0907
H -0.5723 0.6028 -3.3803
H -1.8247 1.0485 -4.5385
H -1.0461 -1.0026 -6.4768
H -2.7007 -1.4068 -6.0317
H -0.2442 -3.1609 -5.5854
H -1.5361 -3.4678 -6.7597
H -1.8265 -4.7606 -4.5911
H -3.1820 -3.6984 -4.9609
H -1.4082 -4.6965 -2.2075
H -3.1347 -4.2655 -2.2382
H -1.9729 -3.2471 -1.3590
N -4.4833 -1.1417 -1.6220
N -3.8991 0.0066 -0.9769
H -3.7692 -1.8395 -1.8047
H -4.8233 -0.8266 -2.5189
H -2.9618 0.1504 -1.3452
H -3.7792 -0.2388 -0.0040
*
```

Atom charges from the Löwdin analysis, given in e for atoms 1 to 5:
1 Ba 1.895
2 C -0.049
3 C -0.366
4 C -0.084
5 C -0.116

***

Entry 2:
This record from the Open Molecules 2025 dataset describes a molecular structure, C44H51Cl2LaN8O7PS in a non-equilibrium geometry. The level of theory is the ωB97M-V functional and the def2-TZVPD basis.

## Properties
- Energy relative to the best compared isomer or geometry (same formula, charge and spin): 5.1 kcal per mole
- HOMO level: -9.89 eV
- Orbital gap: 7.9 eV
- LUMO energy: -2.0 eV

ORCA input file:
```
! wB97M-V def2-TZVPD RIJCOSX def2/J DEFGRID3
* xyz 1 1
La -3.3741 -8.1436 20.9045
N -5.1193 -12.4106 18.3694
C -3.7716 -11.8933 18.7228
C -2.8165 -13.0551 19.1346
C -1.3622 -13.0444 18.5487
C -0.4941 -11.7810 18.7232
N -0.9303 -10.5408 18.0920
C -0.7760 -10.3493 16.8097
N -1.1178 -9.1906 16.2630
N -0.0688 -11.1731 16.0619
C -3.7769 -10.7814 19.7395
O -2.6245 -10.4885 20.2803
O -4.7747 -10.0993 20.0076
H -5.5930 -11.6456 17.8972
H -5.6197 -12.6090 19.2366
H -3.2674 -11.4748 17.8233
H -3.2465 -13.9656 18.8337
H -2.6878 -13.1864 20.2242
H -1.3546 -13.2393 17.4733
H -0.8641 -13.9696 18.9718
H 0.5249 -11.9903 18.3714
H -0.3377 -11.5354 19.8045
H -1.5458 -9.9426 18.6917
H -1.7413 -8.6266 16.7743
H -1.1531 -9.0202 15.2923
H 0.3977 -11.9997 16.4327
H 0.0500 -10.8531 15.1301
O -3.8579 -6.6441 24.8321
C -3.1180 -7.5687 24.4336
O -2.6344 -7.6303 23.2305
C -2.8479 -8.7218 25.3675
C -2.0897 -8.5159 26.5131
C -1.5071 -9.5625 27.2153
C -1.6513 -10.8251 26.7222
C -2.5479 -11.0765 25.6374
C -3.1516 -10.0190 24.9525
P -4.2147 -10.3190 23.5062
C -5.8867 -9.5079 23.9563
C -6.1581 -8.9187 25.1529
C -7.3868 -8.2255 25.3318
C -8.2587 -8.1332 24.2894
C -7.9446 -8.6715 23.0728
C -6.7646 -9.3721 22.9022
C -4.4987 -12.1722 23.5059
C -5.5174 -12.7300 24.2525
C -5.6229 -14.0959 24.2917
C -4.6982 -14.8884 23.6747
C -3.7557 -14.3342 22.8857
C -3.6682 -12.9472 22.7342
H -1.9179 -7.5217 26.8457
H -0.8735 -9.2808 28.0578
H -1.0686 -11.6619 27.1516
H -2.8133 -12.1518 25.4042
H -5.4436 -8.9832 25.9688
H -7.6636 -7.8822 26.3248
H -9.2670 -7.7047 24.5004
H -8.6805 -8.6718 22.2559
H -6.4361 -9.7706 21.9297
H -6.1990 -12.1390 24.8067
H -6.5007 -14.5650 24.7854
H -4.6341 -15.9741 23.7021
H -3.0010 -14.9411 22.3958
H -2.8195 -12.6377 22.0988
N -5.4290 -6.4629 21.9960
N -4.9362 -5.4132 22.7891
C -3.7620 -4.7919 22.3117
N -3.2792 -3.8477 23.1045
S -3.0308 -5.0161 20.7657
H -5.9816 -6.0056 21.2757
H -6.2277 -6.8480 22.5200
H -4.7661 -5.7022 23.7581
H -3.6447 -3.8245 24.0544
H -2.4081 -3.5122 22.8814
Cl -8.4261 -10.6331 15.4663
C -9.3572 -10.0083 16.8088
C -10.6170 -10.5216 16.9841
C -11.3692 -9.9800 18.0270
C -10.8276 -9.1480 18.9961
C -9.5445 -8.7164 18.7880
Cl -8.8493 -7.5182 19.8672
C -8.7931 -9.1240 17.6826
N -7.4754 -8.5945 17.4564
C -7.4024 -7.3198 16.8445
C -8.5494 -6.5859 16.4443
C -8.4802 -5.3635 15.9067
C -7.2281 -4.7408 15.6502
C -6.0946 -5.4250 16.1040
C -6.1550 -6.7203 16.6412
C -4.9186 -7.6364 16.8378
C -4.3162 -7.7221 18.2249
O -3.0733 -8.0076 18.2624
O -5.0019 -7.4530 19.2171
H -11.0189 -11.2283 16.2671
H -12.3731 -10.3653 18.0937
H -11.4419 -8.7625 19.7908
H -6.9514 -8.4442 18.3288
H -9.4745 -7.1610 16.6113
H -9.4346 -4.9196 15.5026
H -7.2342 -3.6830 15.2543
H -5.2195 -4.8978 15.9241
H -4.1411 -7.4120 16.1250
H -5.1612 -8.6444 16.5256
C 0.8142 -8.2178 22.4015
C 0.8216 -6.8238 21.7303
C 0.2075 -7.0498 20.3464
O -0.6928 -8.1078 20.6735
C 0.0855 -9.0753 21.4323
H 0.2393 -8.0250 23.3496
H 1.8016 -8.6074 22.6304
H 1.7899 -6.2711 21.6171
H 0.1531 -6.1477 22.2451
H 0.8900 -7.2312 19.4813
H -0.4270 -6.1426 20.0350
H 0.7498 -9.6863 20.8724
H -0.5919 -9.7603 21.9444
*
```

Atom charges from the Löwdin analysis, given in e for atoms 1 to 5:
1 La 2.066
2 N 0.073
3 C -0.276
4 C -0.119
5 C -0.147